Run A
15
Properties=species:S:1:pos:R:3:mulliken_charge:R:1 method="wB97M-V/def2-TZVPD" multiplicity=1 smiles="C[C@@]1(O)CCC1=O" total_charge=0
H 2.10 -0.54 0.99 0.37
H -0.28 -2.38 0.14 0.37
C -0.59 0.72 0.88 -1.07
H -1.40 0.45 1.55 0.30
C 0.09 -0.50 0.23 1.51
H -2.09 1.52 -0.82 0.34
H 1.92 -1.21 -0.65 0.36
C -1.06 1.21 -0.53 -0.48
H 1.90 0.54 -0.41 0.35
C -0.66 -0.17 -1.06 0.08
C 1.60 -0.41 0.03 -1.49
O -0.31 -1.70 0.83 -0.59
H 0.13 1.35 1.45 0.31
H -0.36 2.00 -0.65 0.23
O -0.99 -0.89 -1.98 -0.57

***

Run B
15
Properties=species:S:1:pos:R:3:mulliken_charge:R:1 method="wB97M-V/def2-TZVPD" multiplicity=1 smiles="CCCC(=O)C=O" total_charge=0
H -0.81 -2.59 -0.21 0.31
H 0.14 -1.99 -1.58 0.33
C -0.41 0.16 0.10 -0.51
C 0.18 -2.22 -0.51 -1.25
C -0.50 2.75 -0.06 -0.08
C 0.12 1.49 0.56 0.47
O -1.37 2.71 -0.89 -0.46
H 0.67 -1.22 1.35 0.27
H -1.34 -0.03 0.65 0.27
H -0.05 3.69 0.31 0.37
H -0.72 0.26 -0.95 0.35
H 0.90 -3.03 -0.37 0.36
C 0.58 -0.98 0.28 -0.24
O 1.01 1.64 1.37 -0.52
H 1.58 -0.65 -0.03 0.33

***

Run C
15
Properties=species:S:1:pos:R:3:mulliken_charge:R:1 method="wB97M-V/def2-TZVPD" multiplicity=1 smiles="C/C=C/O.C=C=O" total_charge=0
C -0.65 0.37 -0.16 0.46
H 0.04 0.21 2.74 0.28
C 1.05 -0.71 -2.05 0.87
H -2.34 -0.11 -0.51 0.31
H 0.35 0.39 -0.33 0.48
H 1.27 -2.77 -2.00 0.21
H -2.00 0.65 1.29 0.06
O 0.41 0.20 -2.38 -0.34
C -0.23 1.14 2.32 -1.14
C 1.85 -1.78 -1.93 -1.00
H -0.92 1.80 2.85 0.31
H 3.00 -1.90 -2.01 0.25
O -1.62 0.01 -1.12 -0.47
C -0.91 0.79 1.06 -0.60
H 0.70 1.71 2.23 0.32

***

Name the most stable of them. run B.

***

Run A
15
Properties=species:S:1:pos:R:3:mulliken_charge:R:1 method="wB97M-V/def2-TZVPD" multiplicity=1 total_charge=0
C -0.39 0.17 0.35 0.88
O 0.94 0.69 -0.04 -0.24
H 2.13 -0.86 0.58 0.38
O -2.07 -0.37 -0.82 -0.42
H -1.30 -1.83 0.50 0.24
C 0.40 0.40 1.56 -0.69
H 1.80 -0.82 -1.21 0.29
H 2.90 0.39 -0.44 0.26
C -0.97 -1.11 -0.25 -0.41
H -2.30 1.26 0.49 0.26
C -1.60 0.86 -0.26 -0.50
H 0.22 1.44 1.87 0.17
H -1.39 1.63 -1.01 0.25
C 2.01 -0.24 -0.31 -0.71
H -0.38 -1.62 -1.02 0.24

***

Run B
15
Properties=species:S:1:pos:R:3:mulliken_charge:R:1 method="wB97M-V/def2-TZVPD" multiplicity=1 smiles="O=CCC1(O)CC1" total_charge=0
H 1.03 -0.52 -1.75 0.36
C -0.30 -0.24 -0.35 0.79
H 2.88 0.49 1.02 0.34
C 0.82 -0.28 0.68 -0.85
C -1.74 -0.50 -0.07 -0.50
C 2.18 0.23 0.21 0.20
H 1.03 -1.29 1.05 0.28
C -1.41 0.94 -0.02 -0.90
O 0.11 -0.78 -1.57 -0.61
H -2.20 -0.84 0.84 0.27
H -2.21 -0.80 -1.00 0.25
H -1.99 1.63 -0.64 0.30
H -1.28 1.32 1.00 0.22
O 2.54 0.33 -0.94 -0.53
H 0.54 0.32 1.54 0.37

***

Run C
15
Properties=species:S:1:pos:R:3:mulliken_charge:R:1 method="wB97M-V/def2-TZVPD" multiplicity=1 total_charge=0
H -0.13 1.60 -1.28 0.28
H -0.65 -0.10 2.13 0.36
C -1.34 -0.35 -1.22 0.35
C 1.56 -0.60 0.43 -1.47
H -0.27 1.52 1.45 0.33
O -0.80 -1.25 -0.32 -0.42
H 0.55 0.09 -1.99 0.27
O -2.44 -0.33 -1.69 -0.55
H -1.67 0.61 0.88 0.33
C 0.13 -0.18 0.12 1.24
H 1.66 -1.13 1.38 0.36
H 1.97 -1.23 -0.37 0.35
C -0.10 0.51 -1.23 -0.41
H 2.17 0.31 0.48 0.33
C -0.64 0.52 1.23 -1.36

***

Run D
15
Properties=species:S:1:pos:R:3:mulliken_charge:R:1 method="wB97M-V/def2-TZVPD" multiplicity=1 total_charge=0
H 1.82 -0.64 1.65 0.35
C 0.48 -0.35 0.32 0.69
C 0.54 -1.14 -0.98 -0.46
C -0.85 0.13 -0.15 0.75
H 0.21 1.76 0.84 0.26
H -2.90 0.74 -0.19 0.34
O 0.86 -0.75 1.57 -0.53
H -2.20 0.51 1.43 0.32
H 2.94 -0.96 -1.48 -0.20
H 0.67 1.57 -0.94 0.23
C -2.23 0.12 0.41 -1.31
H 3.61 -0.64 -1.46 0.22
O -0.59 -0.57 -1.41 -0.25
H -2.61 -0.91 0.44 0.32
C 0.24 1.13 -0.04 -0.73

***

Name the most stable of them. run C.

***

Run A
15
Properties=species:S:1:pos:R:3:mulliken_charge:R:1 method="wB97M-V/def2-TZVPD" multiplicity=1 smiles=C[C@@H]1[C@H](O)[C@@H]2O[C@H]12 total_charge=0
O -1.59 1.06 -0.52 -0.57
O 0.65 0.77 -1.71 -0.51
C -0.65 -1.68 0.59 -1.34
H -0.72 1.51 1.24 0.43
C -0.47 1.00 0.31 -0.18
H -1.23 0.96 -1.42 0.37
H 1.45 2.28 -0.35 0.41
H -1.51 -1.71 -0.09 0.31
C 0.83 1.40 -0.45 -0.26
C 1.18 -0.01 -0.63 -0.31
H 0.84 -0.34 1.33 0.27
H -1.04 -1.74 1.62 0.35
H -0.04 -2.58 0.44 0.33
C 0.18 -0.42 0.46 0.26
H 2.13 -0.50 -0.82 0.44

***

Run B
15
Properties=species:S:1:pos:R:3:mulliken_charge:R:1 method="wB97M-V/def2-TZVPD" multiplicity=1 smiles="C=C(C)O.C=C=O" total_charge=0
H -0.72 -0.69 -1.93 0.30
H 0.41 0.41 -2.72 0.34
O 1.50 -1.16 -0.78 -0.51
C 0.85 0.03 -0.68 0.46
H 0.50 1.83 0.38 0.41
H -1.57 0.94 0.92 0.15
H 1.55 -1.58 0.09 0.39
H -2.33 -0.13 2.26 0.30
C 1.06 0.91 0.32 -0.91
H 1.79 0.73 1.10 0.29
C -1.56 0.06 1.53 -0.90
C -0.63 -0.86 1.44 0.96
C -0.13 0.23 -1.79 -1.08
H -0.81 1.06 -1.61 0.28
O 0.10 -1.78 1.48 -0.47

***

Run C
15
Properties=species:S:1:pos:R:3:mulliken_charge:R:1 method="wB97M-V/def2-TZVPD" multiplicity=1 total_charge=0
C -0.33 -1.08 0.24 0.07
C 0.69 1.13 -0.01 -0.61
H -1.91 0.28 1.28 0.36
H 1.31 1.64 -0.75 0.37
O -0.43 -1.35 -1.09 -0.75
H -2.27 -0.30 -0.34 0.29
C -1.46 -0.01 0.33 -0.69
O 1.90 -0.87 -0.64 -0.58
C -0.70 1.02 -0.38 -0.09
H 0.72 1.71 0.94 0.26
H -0.38 -1.91 0.97 0.39
H -1.17 1.75 -1.04 0.39
C 1.09 -0.34 0.34 -0.22
H 1.21 -1.24 -1.26 0.38
H 1.62 -0.38 1.29 0.43

***

Run D
15
Properties=species:S:1:pos:R:3:mulliken_charge:R:1 method="wB97M-V/def2-TZVPD" multiplicity=1 smiles="O[C@@H]1C=CC[C@@H]1O" total_charge=0
H -0.29 -1.48 1.45 0.36
O -0.76 -1.76 -0.59 -0.66
H -2.37 -0.09 0.52 0.56
H 0.95 1.73 1.09 0.25
H -1.30 2.13 -0.51 0.40
H 1.82 -0.45 0.92 0.27
C -0.78 1.29 -0.07 -0.41
O 1.52 -0.65 -1.09 -0.60
H 0.91 -1.37 -1.35 0.37
H 1.28 1.76 -0.66 0.35
H -1.34 -1.03 -1.01 0.42
C -1.33 0.16 0.36 -0.93
C 1.05 -0.24 0.16 -0.06
C -0.31 -0.94 0.49 0.26
C 0.71 1.26 0.12 -0.60

***

Name the most stable of them. run D.

***

Run A
15
Properties=species:S:1:pos:R:3:mulliken_charge:R:1 method="wB97M-V/def2-TZVPD" multiplicity=1 total_charge=0
C -0.80 -1.25 -0.60 -0.44
H 2.05 0.25 -0.45 0.26
H -2.49 -0.48 0.49 0.34
H 0.32 2.20 0.28 0.37
C 1.61 0.48 0.81 -0.81
C -1.61 -0.11 -0.04 -0.37
C 0.90 0.44 -0.94 -0.27
O -0.83 0.60 0.89 -0.42
H -0.49 -1.92 0.22 0.27
O 0.37 -0.77 -1.27 -0.21
C 0.35 1.11 0.31 -0.01
H 2.43 1.14 1.06 0.36
H -1.35 -1.83 -1.34 0.32
H 1.48 -0.40 1.43 0.29
H -1.95 0.55 -0.86 0.30

***

Run B
15
Properties=species:S:1:pos:R:3:mulliken_charge:R:1 method="wB97M-V/def2-TZVPD" multiplicity=1 smiles=C1OC[C@@H]2C[C@H]2O1 total_charge=0
C 0.32 -0.54 -0.79 -0.10
H 1.62 -2.16 0.00 0.20
H -1.85 -1.32 -1.48 0.24
H 1.12 -0.53 1.57 0.27
C -0.69 1.07 0.83 -0.39
H -0.76 0.40 1.65 0.43
C -1.13 -0.97 -0.64 -0.45
H -1.11 -1.57 0.22 0.32
O 0.73 1.38 0.62 -0.43
O -1.58 0.41 -0.05 -0.38
H 2.37 -0.98 -1.27 0.32
H -1.39 2.01 0.96 0.26
C 1.62 -1.14 -0.55 -0.60
C 0.96 -0.14 0.37 0.03
H 0.27 0.12 -1.54 0.27

***

Run C
15
Properties=species:S:1:pos:R:3:mulliken_charge:R:1 method="wB97M-V/def2-TZVPD" multiplicity=1 smiles="C=C(C)CC(=O)O" total_charge=0
C -0.07 -1.05 0.62 -1.12
O -2.55 0.37 -1.51 -0.44
H -0.94 -1.23 0.00 0.29
C 1.85 0.53 0.08 -0.99
H -0.37 -1.13 1.62 0.30
H -0.13 2.03 -0.86 0.48
C -1.22 0.72 -1.80 0.68
H -2.89 0.26 -2.36 0.31
C -0.52 1.10 -0.59 -1.18
H 2.52 0.08 0.75 0.37
H 2.13 1.31 -0.63 0.28
H -1.24 1.27 0.14 0.38
H 0.70 -1.79 0.44 0.35
C 0.59 0.19 0.14 0.87
O -0.88 0.80 -2.95 -0.56

***

Run D
15
Properties=species:S:1:pos:R:3:mulliken_charge:R:1 method="wB97M-V/def2-TZVPD" multiplicity=1 smiles=CC#CC(C)(O)O total_charge=0
H 3.04 1.17 -0.17 0.35
C -0.33 -0.04 -0.33 -0.87
H 1.52 1.92 -0.97 0.33
C 1.95 1.28 -0.19 -1.34
C 1.22 -0.08 -0.13 1.16
H -3.42 0.19 -0.57 0.28
H -3.17 -1.49 0.00 0.31
O 1.45 -0.36 1.28 -0.52
H 1.00 -1.41 -1.48 0.36
H 0.93 -1.19 1.38 0.34
O 1.70 -1.01 -1.03 -0.52
C -2.97 -0.45 0.18 -1.04
C -1.48 -0.28 0.01 0.58
H -3.15 -0.03 1.19 0.29
H 1.72 1.79 0.83 0.29

***

Name the most stable of them. run C.

***

Run A
15
Properties=species:S:1:pos:R:3:mulliken_charge:R:1 method="wB97M-V/def2-TZVPD" multiplicity=1 smiles=C#C[C@H](O)CCO total_charge=0
O 0.06 -0.20 1.81 -0.58
C 2.55 0.15 -0.76 0.11
C 0.36 0.65 0.70 0.09
H -2.32 -0.60 -1.13 0.27
H -1.70 1.09 0.39 0.32
C -0.87 0.68 -0.20 -0.79
H -0.68 -0.82 -1.75 0.27
H 3.40 0.05 -1.38 0.43
H 0.54 1.67 1.08 0.26
H 0.86 -0.38 2.31 0.34
O -1.09 -1.80 -0.01 -0.56
H -0.76 -1.50 0.85 0.44
H -0.67 1.39 -1.01 0.40
C 1.57 0.28 -0.06 -0.56
C -1.26 -0.67 -0.83 -0.45

***

Run B
15
Properties=species:S:1:pos:R:3:mulliken_charge:R:1 method="wB97M-V/def2-TZVPD" multiplicity=1 total_charge=0
H -0.65 2.01 -1.10 0.36
C -0.48 0.39 -0.10 1.14
H -2.38 -0.40 0.49 0.39
H 0.98 1.30 1.25 0.29
H 1.25 -1.60 0.18 0.25
C 1.51 -0.54 0.11 -0.57
C -1.50 -0.75 -0.06 -1.42
O 1.09 0.82 -1.94 -0.59
C 0.74 0.17 -0.98 0.35
H 0.25 -0.17 1.98 0.31
H 2.59 -0.42 0.11 0.32
H -1.82 -1.03 -1.06 0.32
H -1.11 -1.63 0.45 0.33
O -1.13 1.60 -0.36 -0.60
C 0.58 0.30 1.05 -0.87

***

Run C
15
Properties=species:S:1:pos:R:3:mulliken_charge:R:1 method="wB97M-V/def2-TZVPD" multiplicity=1 total_charge=0
C -0.64 -1.29 -0.11 -0.77
C 2.00 0.89 0.94 -1.07
C 1.08 0.48 0.06 0.64
H 1.77 0.93 1.99 0.30
H 3.00 1.18 0.62 0.26
H -2.40 0.70 0.08 0.36
H -1.63 0.36 -1.47 0.33
H -2.78 -0.74 -0.67 0.36
O 1.28 0.43 -1.29 -0.47
C -0.26 -0.07 0.61 0.89
H -0.92 -2.12 0.54 0.35
H -0.17 -1.51 -1.07 0.28
O -0.61 0.23 1.78 -0.67
H 2.22 0.61 -1.47 0.32
C -1.93 -0.08 -0.52 -1.10

***

Name the most stable of them. run B.

***

Run A
14
Properties=species:S:1:pos:R:3:mulliken_charge:R:1 method="wB97M-V/def2-TZVPD" multiplicity=1 total_charge=0
H 1.08 1.47 0.56 0.47
O -0.85 1.11 -0.34 -0.43
H -0.42 0.54 1.97 0.25
H -0.66 0.98 -2.44 0.25
H 1.55 -1.12 0.59 0.29
H 1.54 -0.25 -1.64 0.35
C 0.56 -0.75 0.33 -0.34
C 0.61 -0.18 -1.09 -0.29
C -0.37 -0.51 1.57 -0.97
H -1.52 -0.41 -1.67 0.25
H 0.13 -1.07 2.34 0.36
C 0.50 0.76 0.00 -0.05
C -0.72 0.33 -1.56 -0.40
H -1.40 -0.79 1.41 0.25

***

Run B
14
Properties=species:S:1:pos:R:3:mulliken_charge:R:1 method="wB97M-V/def2-TZVPD" multiplicity=1 smiles="C=C/C(O)=C/C" total_charge=0
H 0.32 2.28 -2.11 0.36
C 1.25 -1.60 1.28 -0.69
H 0.44 0.79 -2.81 0.30
C 0.01 1.28 -1.96 -1.21
O -1.63 0.27 0.20 -0.58
C -0.25 0.03 0.19 0.77
H -1.75 1.23 0.12 0.33
C 0.52 0.62 -0.72 -0.34
H 1.99 -1.54 0.49 0.24
H 1.60 0.61 -0.60 0.30
H 1.41 -2.30 2.09 0.25
H -1.07 1.31 -1.97 0.30
C 0.16 -0.85 1.28 -0.34
H -0.66 -1.08 1.96 0.31

***

Run C
14
Properties=species:S:1:pos:R:3:mulliken_charge:R:1 method="wB97M-V/def2-TZVPD" multiplicity=1 total_charge=0
C -0.62 -0.86 -0.60 -0.53
H -0.80 -0.90 -1.68 0.31
C -0.06 1.41 -0.19 -0.33
H 1.52 -1.40 -0.95 0.41
H -0.07 -0.36 1.64 0.03
H -0.16 2.46 0.06 0.37
H -1.10 -1.72 -0.13 0.26
C -1.09 0.47 -0.08 -0.54
H 2.12 1.14 -0.27 0.39
C 0.90 -0.76 -0.30 -0.06
H -0.85 -0.03 1.65 0.13
C 1.12 0.71 -0.31 -0.24
O 1.22 -0.88 1.04 -0.64
H -2.13 0.70 0.14 0.43

***

Name the most stable of them. run B.

***

Run A
19
Properties=species:S:1:pos:R:3:mulliken_charge:R:1 method="wB97M-V/def2-TZVPD" multiplicity=1 total_charge=0
C -1.74 1.59 0.86 -1.39
C 0.63 -0.71 -1.17 0.48
H -2.80 1.32 0.88 0.32
H 0.55 -2.69 -0.48 0.26
H -1.06 -1.83 0.76 0.19
C -1.53 -0.94 0.34 -0.62
H -1.17 0.21 -1.40 0.36
C 1.12 -1.93 -0.97 -1.04
H 1.21 1.21 -1.44 0.26
C 1.37 0.38 2.10 0.07
N -0.67 -0.33 -0.70 0.06
H -1.58 2.25 0.00 0.32
H 2.26 0.35 2.67 0.46
H 2.11 -2.18 -1.31 0.25
N 1.22 0.31 -1.91 -0.52
C -0.90 0.34 0.78 0.84
H -1.53 2.16 1.77 0.40
C 0.35 0.39 1.46 -0.93
H 2.15 0.09 -2.24 0.23

***

Run B
19
Properties=species:S:1:pos:R:3:mulliken_charge:R:1 method="wB97M-V/def2-TZVPD" multiplicity=1 total_charge=0
C 1.30 -1.60 0.65 -0.24
C 0.09 0.37 -1.05 -0.45
N -0.76 1.97 0.78 -0.67
H 1.79 -1.73 -0.35 0.25
H 0.18 2.24 1.61 0.35
H 2.26 1.19 -0.68 0.26
H -2.26 -0.68 -1.85 0.30
N 1.16 -0.18 1.05 -0.38
C 1.23 0.82 -0.24 0.02
C 0.00 -1.06 0.89 -0.18
C 0.16 1.70 -0.37 -0.27
H -2.68 -1.55 -0.20 0.28
H 1.75 -2.39 1.45 0.21
H -1.49 0.87 0.96 0.40
H 0.37 2.68 -1.00 0.28
H 0.17 0.33 -2.14 0.47
H -0.54 -1.27 1.71 0.51
C -1.98 -1.05 -0.87 -0.94
C -0.74 -0.65 -0.34 -0.20

***

Run C
19
Properties=species:S:1:pos:R:3:mulliken_charge:R:1 method="wB97M-V/def2-TZVPD" multiplicity=1 smiles=Cc1cnc(C)c(C)n1 total_charge=0
C -0.46 -0.65 -0.47 0.67
H -0.13 -2.81 -1.26 0.21
H 2.31 1.68 -2.00 0.28
C 0.38 1.67 0.99 -0.45
H 1.29 3.27 -1.46 0.24
H -0.92 -1.61 -2.46 0.30
C -0.83 -1.83 -1.28 -1.18
N -0.34 0.72 1.61 -0.56
H -1.86 -2.14 -1.09 0.38
C -1.14 -1.51 1.73 -1.18
H 2.53 2.48 -0.65 0.40
N 0.15 0.26 -1.07 -0.51
H -1.83 -2.09 1.29 0.37
H -0.26 -2.25 2.17 0.22
C 0.75 1.46 -0.42 0.44
H 0.93 2.22 1.83 0.30
C -0.84 -0.32 0.92 0.81
C 1.69 2.26 -1.18 -1.06
H -1.41 -0.80 2.80 0.30

***

Name the most stable of them. run C.